# 1
{"formula": "C29H36CrN5OS2SeSi2", "method": "ωB97M-V/def2-TZVPD", "species": ["Cr", "C", "C", "O", "N", "C", "C", "C", "C", "C", "C", "N", "H", "H", "H", "H", "H", "H", "H", "H", "H", "H", "C", "Si", "C", "C", "C", "C", "C", "C", "N", "C", "S", "H", "H", "H", "H", "H", "H", "H", "H", "H", "H", "H", "H", "Se", "C", "N", "S", "C", "N", "C", "C", "C", "C", "C", "C", "H", "H", "H", "H", "H", "C", "Si", "C", "C", "C", "C", "H", "H", "H", "H", "H", "H", "H", "H", "H"], "coordinates": [[0.25504, -0.10232, 0.47904], [-1.25385, 4.10099, 2.12849], [-1.31614, 2.59430, 2.19995], [-0.32375, 1.91410, 2.40077], [-2.56361, 2.05733, 2.10577], [-2.74792, 0.61355, 1.93839], [-2.79970, 0.26394, 0.46498], [-4.04422, 0.31579, -0.14775], [-4.16312, 0.18613, -1.51971], [-2.99908, 0.03848, -2.24681], [-1.79670, -0.00282, -1.57319], [-1.66630, 0.07173, -0.23969], [-0.36558, 4.37544, 1.56176], [-1.16799, 4.50783, 3.13666], [-2.13019, 4.52968, 1.64338], [-3.30240, 2.64018, 1.75035], [-3.68668, 0.32497, 2.41077], [-1.92738, 0.11484, 2.44098], [-4.92168, 0.45892, 0.47149], [-5.12998, 0.20463, -2.00468], [-3.01309, -0.06308, -3.32158], [-0.88653, -0.11493, -2.14122], [0.60201, 2.42551, -6.00138], [0.74540, 3.27449, -4.30948], [1.99916, 4.68668, -4.46858], [-0.97461, 3.89815, -3.86423], [1.49563, 1.97412, -3.16590], [2.48488, 1.15570, -3.68564], [2.98718, 0.07710, -2.96558], [2.39867, -0.21023, -1.75732], [1.46057, 0.56124, -1.19782], [1.06566, 1.70620, -1.83629], [0.15278, 2.80435, -0.89171], [0.08995, 3.06516, -6.72428], [0.03909, 1.49337, -5.92044], [1.58308, 2.18101, -6.41497], [1.70857, 5.41138, -5.23356], [2.97889, 4.28803, -4.74204], [2.11140, 5.22052, -3.52294], [-1.38290, 4.53870, -4.65213], [-0.95858, 4.45359, -2.93024], [-1.65247, 3.05336, -3.72391], [2.87108, 1.35043, -4.68172], [3.77602, -0.55176, -3.35365], [2.66693, -1.10863, -1.21565], [0.17186, -2.75527, -1.56043], [-1.35654, -3.01951, -2.45821], [-2.34010, -3.18511, -3.05651], [4.22007, 1.04421, 2.29645], [2.57312, 1.09459, 1.76892], [2.06038, -0.03919, 1.41776], [2.96672, -1.07526, 1.57201], [2.73595, -2.42031, 1.27557], [3.77198, -3.31765, 1.43266], [5.03050, -2.90416, 1.87914], [5.27224, -1.57802, 2.18785], [4.23008, -0.67448, 2.03010], [2.02262, 2.02459, 1.73912], [1.75386, -2.73328, 0.93965], [3.60049, -4.36069, 1.20179], [5.82954, -3.62672, 1.98492], [6.24377, -1.24836, 2.53204], [-2.79857, -2.67785, 4.75353], [-1.51620, -3.56900, 3.67381], [-0.24337, -4.35482, 4.83447], [-2.43059, -4.93392, 2.74097], [-0.73729, -2.36445, 2.55780], [-0.35850, -1.46257, 1.81895], [-3.20398, -3.33155, 5.53004], [-3.63369, -2.32620, 4.14313], [-2.35691, -1.80753, 5.24376], [-0.72055, -5.05027, 5.52961], [0.26658, -3.58767, 5.42067], [0.51636, -4.90362, 4.27438], [-2.89031, -5.65573, 3.42062], [-1.75738, -5.47635, 2.07459], [-3.21968, -4.50200, 2.12218]], "forces_ev_per_a": [[0.2, 0.2, -0.3], [0.1, 0.0, -0.1], [0.0, 0.1, 0.2], [0.0, 0.0, 0.1], [0.0, -0.4, -0.2], [0.2, 0.1, -0.1], [0.0, 0.2, 0.1], [-0.1, -0.1, 0.0], [0.2, 0.0, 0.0], [-0.3, 0.0, -0.1], [0.2, 0.0, 0.0], [-1.3, 0.4, -0.6], [0.0, 0.0, 0.0], [0.0, 0.0, 0.0], [0.0, 0.0, 0.0], [0.1, 0.1, 0.0], [0.0, 0.0, 0.0], [0.0, -0.1, 0.0], [0.0, 0.0, 0.0], [0.0, 0.0, 0.0], [0.1, 0.0, 0.0], [0.1, -0.1, 0.1], [0.1, 0.1, 0.1], [0.1, 0.1, -0.1], [-0.2, -0.1, 0.0], [0.2, 0.0, 0.0], [-0.3, -0.1, 0.0], [-0.1, 0.0, 0.0], [0.2, 0.0, 0.0], [-0.1, 0.0, 0.0], [-0.3, 0.4, -0.8], [0.4, -0.1, 0.3], [-0.2, 0.1, 0.1], [0.0, 0.0, 0.0], [0.0, 0.0, 0.0], [0.0, 0.0, 0.0], [0.0, 0.0, 0.0], [0.0, 0.0, 0.0], [0.0, 0.0, 0.0], [0.1, -0.1, -0.1], [0.0, 0.0, 0.0], [0.0, 0.0, 0.0], [0.0, 0.0, 0.0], [-0.1, 0.0, 0.0], [0.0, 0.0, 0.0], [0.8, -0.1, 0.3], [-0.7, -0.2, -0.4], [0.1, 0.1, 0.1], [-0.2, -0.1, 0.0], [0.2, -0.1, 0.1], [0.7, 0.3, 0.5], [0.5, -0.3, 0.0], [-0.1, 0.0, 0.0], [-0.1, 0.0, 0.0], [0.1, 0.1, 0.1], [0.1, -0.2, 0.0], [-0.3, 0.3, 0.0], [-0.1, 0.0, -0.1], [0.0, 0.0, 0.0], [0.0, 0.0, 0.0], [0.0, 0.0, 0.0], [0.0, 0.0, 0.0], [0.2, 0.0, -0.1], [-0.1, -0.1, 0.2], [-0.1, 0.1, -0.2], [0.2, 0.2, 0.0], [-0.2, -0.1, 0.2], [-0.3, -0.7, 0.7], [0.0, -0.1, 0.0], [0.0, 0.0, 0.0], [0.0, 0.0, 0.0], [0.0, 0.0, 0.0], [0.0, 0.0, 0.0], [0.0, 0.0, 0.0], [0.0, 0.0, 0.1], [0.0, 0.0, 0.0], [0.0, 0.0, 0.0]], "homo_energy_ev": [-4.01, -4.18], "largest_force_ev_per_a": 1.468, "s2": 6.02, "orbital_gap_ev": [6.248, 6.423], "e_tot_ha": -6297.14476, "charge": -1, "spin_multiplicity": 5}

# 2
{"formula": "C29H36FN3O2Sn", "method": "ωB97M-V/def2-TZVPD", "species": ["Sn", "C", "C", "C", "C", "C", "C", "C", "H", "H", "H", "H", "H", "H", "H", "H", "C", "C", "C", "C", "C", "C", "C", "C", "C", "C", "C", "C", "N", "C", "C", "C", "C", "C", "C", "F", "H", "H", "H", "H", "H", "H", "H", "H", "H", "H", "H", "H", "H", "H", "H", "H", "H", "H", "H", "H", "H", "C", "C", "N", "O", "C", "C", "N", "O", "H", "H", "H", "H", "H", "H", "H"], "coordinates": [[0.95518, -2.23925, -0.50928], [-0.51604, -2.41837, 3.60893], [0.38792, -3.20370, 2.69160], [-0.06501, -4.35728, 2.04199], [0.73807, -5.03583, 1.14015], [2.02458, -4.57084, 0.86490], [2.51365, -3.45702, 1.55308], [1.69601, -2.78418, 2.46198], [-0.51447, -2.84196, 4.61761], [-1.54492, -2.43234, 3.24286], [-0.18617, -1.37968, 3.66793], [-1.07823, -4.70182, 2.22292], [0.35722, -5.90590, 0.62215], [2.64727, -5.07506, 0.13718], [3.52351, -3.10928, 1.36630], [2.06037, -1.89134, 2.95838], [-1.94337, 3.74863, 1.82207], [-0.92011, 2.66169, 1.47284], [0.35163, 2.83588, 2.31551], [-0.60396, 2.64394, -0.01711], [-0.20680, 3.82087, -0.64577], [0.06220, 3.85150, -2.00577], [-0.07007, 2.69955, -2.76435], [-0.45370, 1.49697, -2.17748], [-0.61182, 0.26787, -3.05856], [-1.86086, 0.38345, -3.93607], [0.63560, 0.00566, -3.91557], [-0.71006, 1.47590, -0.79152], [-1.08203, 0.23451, -0.16712], [-2.43427, -0.05906, 0.03113], [-3.47830, 0.82354, -0.26136], [-4.80715, 0.45399, -0.08105], [-5.13883, -0.80534, 0.39607], [-4.11878, -1.71048, 0.67200], [-2.81675, -1.31797, 0.48208], [-1.82663, -2.21868, 0.67197], [-2.27027, 3.63808, 2.85890], [-2.82449, 3.68760, 1.17910], [-1.51404, 4.75053, 1.71445], [-1.36667, 1.70323, 1.73318], [0.82110, 3.80350, 2.09947], [1.07198, 2.04348, 2.10216], [0.10724, 2.80938, 3.38444], [-0.10406, 4.73191, -0.06052], [0.36618, 4.78018, -2.47876], [0.13007, 2.73688, -3.83400], [-0.75581, -0.57931, -2.40382], [-1.77832, 1.24637, -4.60561], [-2.75946, 0.51141, -3.32513], [-1.98870, -0.51346, -4.55045], [0.76894, 0.78109, -4.67552], [0.55417, -0.95471, -4.43439], [1.53821, -0.01747, -3.30103], [-3.22785, 1.80720, -0.64632], [-5.59102, 1.16654, -0.31171], [-6.17520, -1.09183, 0.53954], [-4.32323, -2.71926, 1.01590], [3.20820, 1.27044, 0.87247], [2.75104, -0.01229, 0.27695], [1.67849, -0.58084, 0.70344], [0.96424, -0.12757, 1.71470], [3.49694, -0.68828, -0.82024], [4.83768, -0.23323, -1.28699], [2.92323, -1.73082, -1.32978], [3.40553, -2.48000, -2.24677], [2.37272, 1.73343, 1.39349], [3.57661, 1.93603, 0.08909], [4.01807, 1.11504, 1.59134], [-0.40504, -0.05467, 0.54982], [4.76057, 0.67430, -1.89587], [5.27280, -1.01685, -1.89977], [5.49525, -0.01457, -0.44242]], "forces_ev_per_a": [[0.0, -0.1, -0.1], [0.0, 0.0, 0.0], [-0.1, 0.1, 0.1], [0.0, 0.0, 0.0], [0.0, 0.0, 0.1], [0.0, -0.1, 0.1], [0.0, -0.1, -0.1], [0.1, -0.1, 0.1], [0.0, 0.0, -0.1], [0.1, 0.0, 0.0], [0.0, -0.1, 0.0], [0.1, 0.0, 0.0], [0.0, 0.0, 0.0], [0.0, 0.0, 0.0], [0.0, 0.0, 0.0], [-0.1, -0.1, -0.1], [0.0, 0.0, -0.1], [0.1, 0.1, 0.0], [0.0, 0.2, 0.0], [0.0, 0.0, 0.1], [0.1, 0.1, 0.0], [0.0, 0.0, 0.0], [0.0, 0.1, 0.0], [0.0, 0.0, 0.1], [0.2, 0.3, -0.2], [-0.1, 0.0, 0.0], [-0.1, 0.0, 0.1], [-0.1, 0.0, -0.1], [0.1, 0.0, -0.5], [0.0, 0.2, -0.1], [0.1, 0.1, 0.0], [0.0, 0.0, 0.0], [0.0, 0.0, 0.0], [-0.1, 0.0, 0.1], [-0.1, 0.1, -0.2], [0.2, -0.3, 0.3], [0.0, 0.0, 0.0], [0.0, 0.0, 0.0], [-0.1, -0.1, 0.0], [0.0, -0.1, 0.0], [-0.1, 0.0, 0.0], [-0.7, 0.2, 0.4], [0.0, 0.0, -0.2], [0.0, -0.1, -0.1], [0.0, -0.1, 0.0], [0.0, 0.0, 0.2], [-0.1, -0.3, 0.3], [0.0, -0.1, 0.0], [0.1, 0.0, -0.1], [0.0, 0.1, 0.1], [0.0, -0.1, 0.1], [0.0, 0.1, 0.1], [0.0, 0.0, 0.0], [-0.1, -0.1, 0.1], [0.1, 0.0, 0.0], [0.1, 0.0, 0.0], [0.0, 0.1, 0.0], [0.2, 0.1, -0.1], [0.4, 0.0, -0.4], [-0.1, -0.2, -0.1], [-0.1, 0.1, -0.2], [0.0, 0.4, 0.3], [0.0, 0.2, 0.1], [-0.3, -0.2, 0.1], [0.1, -0.1, -0.2], [0.5, -0.1, -0.3], [0.0, 0.0, 0.1], [0.0, 0.0, 0.0], [-0.5, 0.3, 0.6], [0.0, -0.1, 0.0], [0.0, -0.1, 0.0], [0.0, 0.0, 0.0]], "homo_energy_ev": -7.34, "largest_force_ev_per_a": 0.815, "orbital_gap_ev": 6.932, "e_tot_ha": -1755.47444, "charge": 0}

# 3
{"formula": "C29H36N2O3", "method": "ωB97M-V/def2-TZVPD", "species": ["C", "C", "O", "C", "C", "C", "O", "C", "C", "C", "C", "C", "C", "O", "H", "H", "H", "H", "H", "H", "H", "H", "H", "H", "H", "H", "H", "H", "H", "H", "H", "C", "N", "C", "C", "C", "C", "C", "C", "C", "C", "C", "C", "C", "C", "C", "N", "C", "C", "C", "C", "H", "H", "H", "H", "H", "H", "H", "H", "H", "H", "H", "H", "H", "H", "H", "H", "H", "H", "H"], "coordinates": [[4.63664, -0.66500, 3.09397], [3.62768, 0.13815, 2.31471], [2.30008, -0.31292, 2.64743], [1.36602, 0.53596, 2.14646], [0.00756, 0.27190, 2.66462], [-0.83123, 1.43270, 2.74386], [-0.46462, 2.56147, 2.39825], [-2.27804, 1.26336, 3.26283], [-3.08357, 0.27290, 2.44492], [-2.95630, -1.21027, 2.80511], [-1.86917, -1.98903, 2.04063], [-0.56768, -2.18739, 2.81103], [-0.16010, -0.89959, 3.55711], [1.69509, 1.41166, 1.34916], [5.62022, -0.20828, 2.97183], [4.42086, -0.68027, 4.16702], [4.71008, -1.69407, 2.73034], [3.70963, 1.20262, 2.56655], [3.74696, 0.01353, 1.22961], [-2.25355, 1.01265, 4.33743], [-2.76711, 2.24857, 3.16798], [-4.14902, 0.54873, 2.53580], [-2.82045, 0.42745, 1.39113], [-2.83002, -1.32890, 3.88837], [-3.92330, -1.66001, 2.53659], [-2.27410, -2.96952, 1.73953], [-1.61806, -1.46938, 1.10606], [-0.65653, -3.01054, 3.53272], [0.24633, -2.48013, 2.12919], [0.79379, -1.09727, 4.06785], [-0.90966, -0.65461, 4.32120], [2.46939, -4.35990, -3.90852], [2.45103, -2.91091, -3.84406], [3.41751, -2.21491, -4.68729], [1.77981, -2.25631, -2.83725], [2.32501, -1.09633, -2.22811], [1.64075, -0.46428, -1.20618], [0.25600, -0.70637, -0.99178], [-0.64824, 0.25356, -0.40817], [-0.49295, 1.63988, -0.47866], [-1.55401, 2.63429, -0.26094], [-2.90136, 2.54514, 0.03880], [-3.59247, 3.70691, 0.41332], [-2.99277, 4.96678, 0.27571], [-1.66760, 5.08654, -0.18548], [-0.97422, 3.90831, -0.42593], [0.36252, 3.72394, -0.79689], [1.27582, 4.75977, -1.23225], [0.64534, 2.40004, -0.83931], [-0.25536, -1.91940, -1.53962], [0.49051, -2.69340, -2.40592], [1.63740, -4.78288, -3.33953], [2.38713, -4.69319, -4.95096], [3.39787, -4.77514, -3.48565], [3.05766, -1.19685, -4.88526], [4.41459, -2.14050, -4.21938], [3.50437, -2.74352, -5.64658], [3.29993, -0.72889, -2.56212], [2.16986, 0.24322, -0.57516], [-1.67439, -0.07817, -0.25627], [-3.39475, 1.58151, -0.04832], [-4.60310, 3.61512, 0.81412], [-3.56490, 5.85796, 0.53062], [-1.17450, 6.04390, -0.33115], [0.93943, 5.71549, -0.82244], [2.27864, 4.51712, -0.86386], [1.32657, 4.81710, -2.33192], [1.61243, 2.04789, -1.15204], [-1.27972, -2.20518, -1.29426], [0.04555, -3.58400, -2.85540]], "forces_ev_per_a": [[0.2, -0.3, 0.0], [-0.2, -0.2, 0.1], [0.9, 0.2, -0.1], [-1.8, 0.2, 0.0], [1.5, 1.2, -0.9], [-0.1, 0.1, 0.0], [-0.5, 0.2, -0.1], [0.4, 0.6, 0.1], [-0.4, -0.1, 0.1], [-0.3, -0.3, -0.5], [0.0, -0.4, -0.2], [0.2, 0.1, 0.4], [-0.1, -0.7, 0.2], [0.3, -0.2, 0.3], [0.0, 0.0, 0.0], [-0.1, 0.0, -0.2], [-0.1, 0.1, 0.1], [0.0, -0.2, -0.2], [0.3, 0.2, 0.3], [-0.2, -0.1, -0.3], [0.4, -0.3, 0.1], [0.3, -0.1, 0.0], [-0.1, -0.3, 0.3], [-0.1, 0.0, -0.2], [0.2, 0.0, 0.2], [0.2, 0.2, 0.1], [-0.2, -0.1, 0.3], [-0.1, 0.1, 0.0], [-0.2, 0.1, 0.1], [-0.4, 0.1, 0.0], [0.2, -0.2, -0.1], [-0.1, -0.1, -0.1], [0.1, -0.1, -0.5], [-0.1, 0.1, 0.5], [-0.6, 0.4, 0.2], [-0.1, -0.6, 0.0], [-0.5, 0.4, -0.5], [0.7, -1.0, 0.2], [0.1, 0.9, -0.6], [-0.5, -0.2, -0.3], [0.5, 0.3, -0.1], [-0.3, 0.3, 0.1], [0.3, -0.3, -0.4], [0.5, -0.1, 0.0], [-0.4, -0.3, 0.1], [-0.4, -0.2, 0.4], [0.3, -1.5, -0.3], [0.3, 0.0, -0.1], [-0.7, 0.9, 0.3], [0.1, 0.7, 0.2], [0.4, 0.1, -0.2], [0.2, 0.1, -0.2], [0.0, 0.0, 0.2], [-0.1, 0.1, -0.1], [0.1, -0.2, 0.0], [-0.1, -0.1, -0.2], [0.0, 0.1, 0.3], [-0.2, -0.3, 0.5], [-0.2, 0.2, -0.2], [0.3, 0.0, 0.1], [-0.1, 0.3, 0.4], [0.2, 0.1, -0.3], [0.2, -0.2, -0.1], [-0.3, 0.0, 0.1], [0.2, -0.2, -0.1], [-0.2, 0.2, 0.0], [-0.2, 0.0, 0.4], [0.0, 0.2, 0.0], [0.2, 0.1, -0.2], [0.1, 0.3, 0.2]], "homo_energy_ev": -6.27, "largest_force_ev_per_a": 2.127, "orbital_gap_ev": 5.140, "e_tot_ha": -1461.79491, "charge": 0}

> Number 2 is which compound?

C29H36FN3O2Sn